DFT (ωB97M-V with the def2-TZVPD basis set) results for 2 unconnected molecules or ions with the total composition H4O2.

```
6
Properties=species:S:1:pos:R:3:nbo_charge:R:1
O 0.37320 -3.33688 4.31777 -0.939
H -0.32392 -2.92329 3.80538 0.469
O -0.01502 3.15698 -4.03816 -0.939
H 0.89092 -3.86348 3.70882 0.469
H -0.88988 2.85176 -3.78366 0.469
H -0.03531 4.11491 -4.01015 0.470
```

For the max |F|, the calculation gives 0.4 eV Å⁻¹. The value obtained for the molar mass is 36.03 g mol⁻¹. Its SMILES is O.O. Its energy is -152.867058 a.u. The value obtained for the relative energy (zero: lowest compared OMol25 entry of this formula, charge and spin) is 4.9 kcal/mol.

DFT (ωB97M-V with the def2-TZVPD basis set) results for 2 unconnected molecules or ions with the total composition H4O2.

```
6
Properties=species:S:1:pos:R:3:nbo_charge:R:1
H 1.06465 -0.87204 0.39551 0.490
O -1.48679 -0.19108 -0.10217 -0.990
H -0.52234 -0.19923 -0.37017 0.487
H -1.75340 0.76565 0.03415 0.463
H 1.62135 0.58666 0.25982 0.492
O 1.07653 -0.08995 -0.21714 -0.942
```

For the max |F|, the calculation gives 2.2 eV Å⁻¹. The value obtained for the molar mass is 36.03 g mol⁻¹. Its SMILES is O.O. Its energy is -152.863232 a.u. The value obtained for the relative energy (zero: lowest compared OMol25 entry of this formula, charge and spin) is 7.3 kcal/mol.

DFT (ωB97M-V with the def2-TZVPD basis set) results for 2 unconnected molecules or ions with the total composition H4O2.

```
6
Properties=species:S:1:pos:R:3:nbo_charge:R:1
O 1.65626 0.35086 -0.24400 -0.939
H -0.66168 -0.72376 0.80282 0.480
O -1.18639 -0.17786 0.21610 -0.955
H -2.11802 -0.44790 0.33888 0.474
H 1.17028 1.16577 -0.23524 0.470
H 1.13954 -0.16712 -0.87855 0.471
```

For the max |F|, the calculation gives 0.9 eV Å⁻¹. The value obtained for the molar mass is 36.03 g mol⁻¹. Its SMILES is O.O. Its energy is -152.871200 a.u. The value obtained for the relative energy (zero: lowest compared OMol25 entry of this formula, charge and spin) is 2.3 kcal/mol.